1.
ORCA calculation (ωB97M-V/def2-TZVPD) on C5H10O in the gas phase in a non-equilibrium geometry.

SMILES = CC[C@H]1O[C@H]1C
Frontier orbital gap = 0.4016 Ha
HOMO energy = -9.835 eV
E = -271.6764 Eh

Last column: Mulliken charge in e.
Positions of all 16 atoms, in Å:
C: -1.01552 1.51685 0.11623  -1.050
C: -0.75663 0.34924 1.08430  -0.511
C: 0.63757 -0.17925 0.99633  0.095
O: 0.96968 -1.52854 0.94690  -0.527
C: 1.15091 -0.56411 -0.29053  -0.007
C: 0.42376 -1.24137 -1.40344  -1.217
H: -0.25416 2.30657 0.16932  0.303
H: -1.97928 1.97596 0.35290  0.346
H: -1.06452 1.18585 -0.92973  0.252
H: -0.91016 0.66335 2.11536  0.309
H: -1.43278 -0.47755 0.85782  0.298
H: 1.38436 0.32877 1.61313  0.406
H: 2.02451 0.02675 -0.62056  0.323
H: -0.47159 -1.70956 -0.99821  0.306
H: 1.09473 -2.04119 -1.73942  0.348
H: 0.19910 -0.61176 -2.27039  0.327

Atoms 1-6, force components in eV/Å:
C -0.07 0.00 0.04
C -0.32 -0.12 0.33
C -0.45 1.23 -0.04
O 1.35 0.45 -1.39
C 0.21 -0.63 0.21
C -0.18 -0.08 -0.03

2.
ORCA calculation (ωB97M-V/def2-TZVPD) on 2 unconnected molecules or ions with the total composition C5H10O.

SMILES = C/C=C1/CO1.C
Frontier orbital gap = 0.3548 Ha
HOMO energy = -8.659 eV
E = -271.6426 Eh

Last column: Mulliken charge in e.
Positions of all 16 atoms, in Å:
C: -1.20670 -1.05599 -0.04290  -1.076
C: -0.32281 -0.08728 0.68826  -0.800
C: 0.95898 -0.36685 0.78583  0.638
C: 2.12222 -0.65928 1.55312  -0.231
O: 1.72143 -1.42310 0.37405  -0.432
H: -2.21110 -0.67539 -0.23870  0.327
H: -1.29379 -1.92733 0.61681  0.353
H: -0.76452 -1.40286 -0.98222  0.307
H: -0.72384 0.78048 1.20183  0.414
H: 3.08034 -0.15699 1.49543  0.250
H: 1.88151 -1.17645 2.48028  0.207
C: -0.65116 1.63566 -1.59252  -0.899
H: -0.40829 2.64513 -1.91852  0.349
H: -1.57323 1.64096 -1.00117  0.199
H: -0.77206 0.96164 -2.44328  0.232
H: 0.16303 1.26764 -0.97631  0.162

Atoms 1-6, force components in eV/Å:
C -0.13 -0.06 -0.06
C 0.16 -0.20 0.20
C -0.43 -0.14 0.38
C 0.27 0.14 0.34
O -0.07 -0.29 0.05
H 0.17 0.04 -0.01

The highest frontier orbital gap belongs to which entry?
number 1

Repeat the second record exactly.
ORCA calculation (ωB97M-V/def2-TZVPD) on 2 unconnected molecules or ions with the total composition C5H10O.

SMILES = C/C=C1/CO1.C
Frontier orbital gap = 0.3548 Ha
HOMO energy = -8.659 eV
E = -271.6426 Eh

Last column: Mulliken charge in e.
Positions of all 16 atoms, in Å:
C: -1.20670 -1.05599 -0.04290  -1.076
C: -0.32281 -0.08728 0.68826  -0.800
C: 0.95898 -0.36685 0.78583  0.638
C: 2.12222 -0.65928 1.55312  -0.231
O: 1.72143 -1.42310 0.37405  -0.432
H: -2.21110 -0.67539 -0.23870  0.327
H: -1.29379 -1.92733 0.61681  0.353
H: -0.76452 -1.40286 -0.98222  0.307
H: -0.72384 0.78048 1.20183  0.414
H: 3.08034 -0.15699 1.49543  0.250
H: 1.88151 -1.17645 2.48028  0.207
C: -0.65116 1.63566 -1.59252  -0.899
H: -0.40829 2.64513 -1.91852  0.349
H: -1.57323 1.64096 -1.00117  0.199
H: -0.77206 0.96164 -2.44328  0.232
H: 0.16303 1.26764 -0.97631  0.162

Atoms 1-6, force components in eV/Å:
C -0.13 -0.06 -0.06
C 0.16 -0.20 0.20
C -0.43 -0.14 0.38
C 0.27 0.14 0.34
O -0.07 -0.29 0.05
H 0.17 0.04 -0.01

What is the formula in the first record?
C5H10O